Here is C10H13ClO3OsS as an isolated structure in a non-equilibrium geometry from the Open Molecules 2025 dataset. Energies are from ωB97M-V/def2-TZVPD.

LUMO (spin up / spin down) in eV: -6.30 / -11.10
Gap between HOMO and LUMO (spin up / spin down) in Eh: 0.3424 / 0.2397
E_HOMO (spin up / spin down) in eV: -15.6 / -17.6
E_tot in eV: -42525.554
ΔE to the lowest compared entry with this formula, charge and spin in kJ/mol: 68.6
Expectation value of S²: 6.02

Structure (ORCA input):
```
! RIJCOSX wB97M-V def2-TZVPD def2/J DEFGRID3
* xyz 2 5
Cl -0.121 -1.995 2.657
C -0.582 3.733 -0.310
C 0.120 3.197 -1.470
C 0.988 2.121 -1.052
H 0.183 3.715 -2.432
C 0.881 1.997 0.397
C -0.163 2.988 0.857
H -0.448 3.100 1.879
H -1.181 4.597 -0.341
H 1.657 1.534 -1.680
C 1.742 1.152 1.295
Os -1.092 1.672 -0.602
C -1.289 0.140 -1.611
C -2.765 1.523 0.146
O -1.477 -0.759 -2.327
O -3.890 1.503 0.451
H 1.987 0.258 0.751
H 1.146 0.887 2.153
H 2.620 1.727 1.550
C -0.430 -4.081 1.043
S -0.617 -2.998 -0.403
C 1.059 -2.423 -0.761
O -1.021 -3.846 -1.564
H 0.378 -3.738 1.647
H -0.349 -5.122 0.643
H -1.366 -3.912 1.549
H 1.247 -2.685 -1.795
H 1.029 -1.369 -0.600
H 1.755 -2.916 -0.071
*
```

***

Here is C10H13ClO3Tc as an isolated structure in a non-equilibrium geometry from the Open Molecules 2025 dataset. Energies are from ωB97M-V/def2-TZVPD.

LUMO (spin up / spin down) in eV: -8.81 / -11.89
Gap between HOMO and LUMO (spin up / spin down) in Eh: 0.2805 / 0.2368
E_HOMO (spin up / spin down) in eV: -16.4 / -18.3
E_tot in eV: -31424.680
ΔE to the lowest compared entry with this formula, charge and spin in kJ/mol: 0.0
Expectation value of S²: 3.78

Structure (ORCA input):
```
! RIJCOSX wB97M-V def2-TZVPD def2/J DEFGRID3
* xyz 2 4
Cl 2.512 0.549 -0.016
C -0.442 2.864 -0.521
C -1.662 2.100 -0.378
C -1.572 0.944 -1.229
H -2.508 2.372 0.245
C -0.306 0.988 -1.919
C 0.352 2.212 -1.533
H 1.319 2.538 -1.916
H -0.203 3.793 -0.018
H -2.324 0.176 -1.404
C 0.232 -0.093 -2.813
Tc 0.064 0.946 0.276
C -1.270 0.541 1.623
C 1.096 1.698 1.782
O -1.998 0.258 2.488
O 1.704 1.982 2.727
H -0.152 -1.085 -2.560
H 1.322 -0.146 -2.788
H -0.079 0.112 -3.838
C 0.223 -3.081 1.992
C 0.975 -2.217 1.027
O 0.087 -1.390 0.234
H -0.436 -2.458 2.601
H 0.935 -3.590 2.635
H -0.364 -3.830 1.456
H 1.669 -1.530 1.520
H 1.549 -2.744 0.264
H -0.724 -1.909 0.062
*
```

***

Here is C10H13F2Li2N2O9S2 as an isolated structure in a non-equilibrium geometry from the Open Molecules 2025 dataset. Energies are from ωB97M-V/def2-TZVPD.

LUMO in eV: 1.52
Gap between HOMO and LUMO in Eh: 0.1934
E_HOMO in eV: -3.7
E_tot in eV: -59505.807
ΔE to the lowest compared entry with this formula, charge and spin in kJ/mol: 224.5

Structure (ORCA input):
```
! RIJCOSX wB97M-V def2-TZVPD def2/J DEFGRID3
* xyz -1 1
Li 0.132 0.042 0.424
Li 0.635 2.343 2.096
C -2.968 1.481 -2.342
C -3.401 2.758 -2.836
C -2.675 4.015 -2.204
O -2.997 5.091 -2.704
C -1.697 3.822 -1.162
C -1.347 2.576 -0.717
C -2.006 1.361 -1.385
O -1.595 0.146 -1.033
O -0.432 2.508 0.209
O -4.502 2.898 -3.438
H -3.436 0.607 -2.771
H -1.285 4.692 -0.671
N 0.400 0.383 2.326
S 1.418 -0.081 3.402
O 1.292 -1.455 3.944
O 1.916 1.046 4.229
F 2.586 -0.240 2.307
S -0.923 0.021 3.346
O -1.023 0.675 4.611
O -1.426 -1.318 3.192
F -2.020 0.830 2.414
C 1.100 -4.037 -0.536
C 1.354 -2.574 -0.166
C 1.507 -1.733 -1.471
O 1.416 -0.307 -1.307
C 2.743 0.235 -1.121
N 0.162 -2.042 0.502
H 1.908 -4.399 -1.172
H 0.174 -4.316 -1.039
H 1.147 -4.579 0.409
H 2.183 -2.453 0.532
H 0.695 -2.057 -2.120
H 2.406 -2.059 -1.994
H 3.478 -0.044 -1.876
H 3.128 -0.287 -0.245
H 2.656 1.304 -0.927
H 0.016 -2.685 1.267
H -0.721 -2.168 0.027
*
```

***

Here is one molecule with the formula C10H13F2NOS in a non-equilibrium geometry from the Open Molecules 2025 dataset. Energies are from ωB97M-V/def2-TZVPD.

LUMO (spin up / spin down) in eV: -0.91 / -0.68
Gap between HOMO and LUMO (spin up / spin down) in Eh: 0.2671 / 0.2603
E_HOMO (spin up / spin down) in eV: -8.2 / -7.8
E_tot in eV: -30383.342

Structure (ORCA input):
```
! RIJCOSX wB97M-V def2-TZVPD def2/J DEFGRID3
* xyz 0 1
C -0.392 0.271 1.705
C -0.572 0.262 -0.706
C -1.595 0.880 1.831
C -2.092 0.216 -0.538
C 0.148 0.093 0.365
C -2.280 1.207 0.606
C 2.453 -0.399 -0.901
C 3.864 -0.925 -0.566
C -2.261 -1.491 -0.473
C 1.693 -0.062 0.427
N -3.619 2.916 -0.962
O 1.997 -1.081 1.454
F 4.811 0.116 -0.571
F -1.897 -1.974 -1.639
S -2.990 2.799 0.510
H 0.192 -0.156 2.554
H -0.297 0.115 -1.739
H -1.846 1.315 2.695
H -2.657 0.558 -1.315
H 1.869 -1.248 -1.306
H 2.571 0.384 -1.597
H 4.155 -1.733 -1.363
H 3.983 -1.256 0.448
H -1.401 -1.755 0.314
H -3.378 -1.786 -0.286
H 2.073 0.784 0.957
H -3.951 3.820 -1.223
H 1.421 -1.871 1.319
*
```

***

Here is C10H13IrO2PS5Sb as an isolated structure in a non-equilibrium geometry from the Open Molecules 2025 dataset. Energies are from ωB97M-V/def2-TZVPD.

LUMO in eV: 4.17
Gap between HOMO and LUMO in Eh: 0.1784
E_HOMO in eV: -0.7
E_tot in eV: -87520.995

Structure (ORCA input):
```
! RIJCOSX wB97M-V def2-TZVPD def2/J DEFGRID3
* xyz -2 1
Ir 0.910 -0.101 0.343
O 2.044 1.927 0.384
C 1.092 1.990 -0.431
O 0.991 1.312 -1.497
C 0.006 3.013 -0.192
C 0.076 4.262 -0.775
C -0.940 5.188 -0.586
C -2.041 4.839 0.180
C -2.133 3.586 0.749
C -1.108 2.650 0.582
S -1.247 1.080 1.310
H 0.931 4.502 -1.396
H -0.890 6.173 -1.036
H -2.845 5.554 0.316
H -3.002 3.315 1.333
S 5.609 -4.109 2.113
Sb 3.904 -3.682 0.579
S 3.333 -1.165 0.850
S 2.051 -1.210 2.385
S 5.004 -3.717 -1.481
C -1.688 -1.789 -1.334
P -0.297 -2.048 -0.160
C -1.224 -2.630 1.316
C 0.286 -3.664 -0.826
H -2.336 -2.666 -1.380
H -1.277 -1.585 -2.321
H -2.260 -0.921 -1.014
H -1.862 -3.485 1.090
H -1.816 -1.786 1.665
H -0.509 -2.891 2.096
H -0.556 -4.342 -0.980
H 0.979 -4.112 -0.118
H 0.814 -3.490 -1.762
*
```

***

Here is an isolated ion of composition C10H13N2O and charge +1 in a non-equilibrium geometry from the Open Molecules 2025 dataset. Energies are from ωB97M-V/def2-TZVPD.

LUMO in eV: -4.51
SMILES: C[N+]1=C=C/C=C\C=N\C(C)(C)C1=O
Gap between HOMO and LUMO in Eh: 0.3085
E_HOMO in eV: -12.9
E_tot in eV: -15597.493
ΔE to the lowest compared entry with this formula, charge and spin in kJ/mol: 560.0

Structure (ORCA input):
```
! RIJCOSX wB97M-V def2-TZVPD def2/J DEFGRID3
* xyz 1 1
C 3.176 0.526 0.207
C 2.843 -0.738 -0.163
C 2.278 1.516 0.605
C 1.572 -1.406 -0.047
C 1.026 1.673 0.341
C -1.286 0.804 0.419
C -0.820 -0.664 0.165
C -1.644 -1.260 -0.998
C -1.196 -1.490 1.467
C -0.805 2.908 -0.514
N 0.564 -0.683 -0.089
N -0.212 1.729 0.170
O -2.368 1.155 0.753
H 4.235 0.680 0.312
H 3.729 -1.329 -0.244
H 2.572 2.172 1.381
H 1.823 -2.499 -0.031
H -2.691 -1.545 -0.823
H -1.185 -2.116 -1.443
H -1.543 -0.624 -1.861
H -1.036 -0.871 2.302
H -0.842 -2.450 1.448
H -2.246 -1.672 1.379
H -1.410 3.446 0.244
H 0.004 3.572 -1.038
H -1.407 2.486 -1.289
*
```

***

Here is one molecule with the formula C10H13N3O2 in a non-equilibrium geometry from the Open Molecules 2025 dataset. Energies are from ωB97M-V/def2-TZVPD.

LUMO (spin up / spin down) in eV: -0.02 / -0.02
Gap between HOMO and LUMO (spin up / spin down) in Eh: 0.2591 / 0.2541
E_HOMO (spin up / spin down) in eV: -7.1 / -6.9
E_tot in eV: -19141.269
ΔE to the lowest compared entry with this formula, charge and spin in kJ/mol: 482.5

Structure (ORCA input):
```
! RIJCOSX wB97M-V def2-TZVPD def2/J DEFGRID3
* xyz 0 1
C 1.089 -3.004 0.875
C 2.321 -2.453 0.470
C -0.058 -2.310 0.509
C 2.279 -1.310 -0.295
C 3.002 2.214 0.348
C 1.005 0.691 -0.830
C -3.455 0.226 0.168
C -0.268 1.349 -1.025
C -2.708 1.604 0.053
C -1.133 1.468 0.231
N -0.048 -1.147 -0.063
N 2.231 1.507 -0.325
N 1.087 -0.556 -0.348
O 3.380 -0.887 -0.887
O 3.695 2.946 0.909
H 1.133 -3.979 1.407
H 3.134 -3.148 0.451
H -0.993 -2.625 0.740
H -3.899 0.189 1.142
H -2.639 -0.514 0.106
H -4.189 0.046 -0.659
H -0.171 2.202 -1.629
H -0.643 0.566 -1.689
H -3.055 2.174 0.836
H -2.826 2.072 -0.877
H -0.717 2.258 0.773
H -0.761 0.478 0.893
H 3.208 -0.056 -1.282
*
```

***

Here is one molecule with the formula C10H13N3O3 in a non-equilibrium geometry from the Open Molecules 2025 dataset. Energies are from ωB97M-V/def2-TZVPD.

LUMO in eV: 0.24
SMILES: Cn1c(=O)nc2cc(C(C)(C)C)on2c1=O
Gap between HOMO and LUMO in Eh: 0.3517
E_HOMO in eV: -9.3
E_tot in eV: -21192.273
ΔE to the lowest compared entry with this formula, charge and spin in kJ/mol: 0.0

Structure (ORCA input):
```
! RIJCOSX wB97M-V def2-TZVPD def2/J DEFGRID3
* xyz 0 1
O -0.517 -4.550 1.499
O 2.623 -2.004 -0.491
N -0.989 -2.367 1.190
O 0.775 0.211 -0.419
C -0.167 -3.490 1.050
C 1.501 -2.194 0.004
C -0.572 -1.272 0.667
C -1.207 0.014 0.574
C -0.368 0.866 -0.123
N 0.632 -1.116 0.035
N 1.109 -3.430 0.432
C 1.980 -4.623 0.489
C -1.494 3.056 0.622
C -1.320 2.562 -1.812
C 0.766 3.111 -0.445
C -0.579 2.364 -0.448
H -2.154 0.296 1.002
H 1.409 -5.486 0.278
H 2.438 -4.758 1.465
H 2.759 -4.616 -0.292
H -2.529 2.619 0.593
H -1.119 2.898 1.645
H -1.607 4.129 0.415
H -0.845 2.090 -2.629
H -2.337 2.179 -1.779
H -1.382 3.609 -2.058
H 1.287 3.043 0.532
H 1.344 2.681 -1.257
H 0.563 4.176 -0.739
*
```

***

Here is an isolated ion of composition C10H13N4O and charge +1 in a non-equilibrium geometry from the Open Molecules 2025 dataset. Energies are from ωB97M-V/def2-TZVPD.

LUMO in eV: -4.72
SMILES: CCCOn1nnc[n+]1-c1ccccc1
Gap between HOMO and LUMO in Eh: 0.3055
E_HOMO in eV: -13.0
E_tot in eV: -18572.579
ΔE to the lowest compared entry with this formula, charge and spin in kJ/mol: 892.9

Structure (ORCA input):
```
! RIJCOSX wB97M-V def2-TZVPD def2/J DEFGRID3
* xyz 1 1
C -2.531 1.089 -0.354
C -1.940 0.465 -1.745
C -0.471 1.067 -1.911
O 0.528 0.171 -2.499
N 0.543 -1.035 -1.943
N 0.327 -2.141 -2.683
N 0.419 -3.283 -1.977
C 0.715 -2.893 -0.593
N 0.796 -1.463 -0.689
C 1.106 -0.610 0.477
C 0.143 -0.780 1.709
C 0.264 0.036 3.015
C 1.387 1.098 3.099
C 2.355 1.257 1.875
C 2.242 0.439 0.565
H -2.139 2.178 -0.327
H -3.668 1.120 -0.330
H -2.060 0.583 0.567
H -2.002 -0.667 -1.622
H -2.680 0.781 -2.571
H -0.560 1.963 -2.635
H -0.014 1.499 -0.950
H 0.869 -3.575 0.320
H -0.718 -1.544 1.656
H -0.488 -0.126 3.872
H 1.455 1.718 4.049
H 3.174 2.042 1.937
H 2.949 0.610 -0.313
*
```

***

Here is C10H13N5S5SbTi as an isolated structure in a non-equilibrium geometry from the Open Molecules 2025 dataset. Energies are from ωB97M-V/def2-TZVPD.

LUMO in eV: -4.86
Gap between HOMO and LUMO in Eh: 0.2205
E_HOMO in eV: -10.9
E_tot in eV: -101858.024
ΔE to the lowest compared entry with this formula, charge and spin in kJ/mol: 0.0

Structure (ORCA input):
```
! RIJCOSX wB97M-V def2-TZVPD def2/J DEFGRID3
* xyz 1 1
Ti -0.364 -1.058 0.338
N 1.153 -2.680 0.292
N 0.659 -3.550 -0.666
C 0.380 -3.011 -1.886
N -0.135 -3.752 -2.873
S 0.689 -1.305 -2.109
H 2.069 -2.269 -0.058
H 1.154 -3.251 1.122
H 0.034 -4.247 -0.271
H -0.340 -4.752 -2.678
H -0.375 -3.350 -3.775
S -0.606 -4.678 2.193
Sb -2.202 -2.926 2.083
S -2.268 -2.356 -0.282
S -0.855 -0.957 2.510
S -4.334 -2.906 2.935
N -1.699 0.664 -0.298
C -1.138 2.002 -0.136
C -1.831 3.212 -0.269
C -1.058 4.401 -0.235
C 0.294 4.418 -0.029
C 0.990 3.180 0.185
C 2.355 3.125 0.569
C 2.921 1.891 0.802
C 2.138 0.756 0.830
N 0.853 0.754 0.376
C 0.250 1.979 0.143
H -2.639 0.581 0.171
H -1.858 0.412 -1.278
H -2.881 3.250 -0.399
H -1.607 5.369 -0.314
H 0.827 5.333 0.126
H 2.940 4.053 0.700
H 3.999 1.872 1.001
H 2.484 -0.203 1.180
*
```

***

Here is a 2-piece molecular cluster, C10H13N9O2 overall in a non-equilibrium geometry from the Open Molecules 2025 dataset. Energies are from ωB97M-V/def2-TZVPD.

LUMO in eV: -1.46
Gap between HOMO and LUMO in Eh: 0.2484
E_HOMO in eV: -8.2
E_tot in eV: -28079.742

Structure (ORCA input):
```
! RIJCOSX wB97M-V def2-TZVPD def2/J DEFGRID3
* xyz 0 1
O 2.811 -0.574 -0.488
N 2.590 -1.798 -0.236
C 1.279 -2.261 -0.556
C 0.435 -1.325 -1.130
N -0.898 -1.581 -1.059
N -1.915 -0.697 -1.308
N -3.012 -1.252 -0.854
N -2.770 -2.477 -0.312
C -1.448 -2.697 -0.444
C -0.576 -3.715 0.025
C 0.778 -3.494 -0.032
O 3.446 -2.536 0.284
H 0.756 -0.422 -1.643
H -1.055 -4.596 0.438
H 1.506 -4.193 0.371
N 3.057 3.210 -2.549
N 2.114 2.735 -2.100
N 1.172 2.047 -1.697
C 0.158 2.806 -0.958
C -0.551 1.774 -0.104
C -1.378 2.270 1.089
C -1.247 1.121 2.103
C 0.102 0.454 1.790
N 0.346 0.823 0.427
H 0.566 3.590 -0.286
H -0.584 3.258 -1.645
H -1.227 1.220 -0.781
H -0.919 3.192 1.468
H -2.408 2.479 0.786
H -1.318 1.447 3.143
H -2.035 0.386 1.902
H 0.895 0.810 2.474
H 0.074 -0.642 1.886
H 1.254 0.638 -0.003
*
```

***

Here is one molecule with the formula C10H13NO2S in a non-equilibrium geometry from the Open Molecules 2025 dataset. Energies are from ωB97M-V/def2-TZVPD.

LUMO (spin up / spin down) in eV: 0.43 / 0.43
Gap between HOMO and LUMO (spin up / spin down) in Eh: 0.3363 / 0.3363
E_HOMO (spin up / spin down) in eV: -8.7 / -8.7
E_tot in eV: -26997.004
ΔE to the lowest compared entry with this formula, charge and spin in kJ/mol: 466.8

Structure (ORCA input):
```
! RIJCOSX wB97M-V def2-TZVPD def2/J DEFGRID3
* xyz 0 1
C 1.782 2.055 1.811
C 3.016 1.496 1.574
C 0.674 1.229 1.826
C 3.137 0.139 1.273
C 0.864 -0.082 1.508
C -1.516 0.351 -2.332
C -2.625 -0.661 -1.830
C -0.573 0.267 -1.182
C -1.836 -1.794 -1.021
C -0.522 -1.157 -0.590
N 2.054 -0.613 1.249
O 2.067 -1.825 0.914
O -1.727 -0.132 1.745
S -0.667 -1.098 1.375
H 1.734 3.198 2.150
H 3.886 2.237 1.409
H -0.277 1.695 2.204
H 4.097 -0.473 1.140
H -1.073 -0.082 -3.240
H -1.825 1.415 -2.353
H -3.251 -0.224 -0.969
H -3.426 -0.940 -2.501
H 0.539 0.659 -1.393
H -0.977 0.855 -0.317
H -2.469 -2.073 -0.182
H -1.435 -2.597 -1.605
H 0.348 -1.842 -0.664
*
```

***

| no. | molar mass (g/mol) |
| --- | --- |
| 1 | 438.961 |
| 2 | 314.664 |
| 3 | 421.231 |
| 4 | 233.283 |
| 5 | 670.498 |
| 6 | 177.227 |
| 7 | 207.233 |
| 8 | 223.232 |
| 9 | 205.241 |
| 10 | 533.211 |
| 11 | 291.275 |
| 12 | 211.286 |